C7H2N4 | ωB97M-V/def2-TZVPD

The geometry in XYZ format:
```
13
Properties=species:S:1:pos:R:3:forces:R:3
C -1.3271 -0.1168 0.9988 1.5981 -0.7461 -0.5574
C 1.3670 -1.2175 -1.4467 -0.6528 -0.0786 0.3630
C 1.4150 1.3275 0.9993 0.7287 0.0508 1.6116
C 2.5775 1.2933 -1.1637 0.0997 0.1449 0.5986
C -0.4063 -0.9386 0.2993 -0.4129 -0.3879 -1.5352
C 0.5604 -0.5413 -0.5092 1.3589 3.0251 -0.1486
C 1.3768 1.4356 -0.3828 -0.0667 -4.0854 -1.5645
N -2.1268 0.5235 1.4810 -1.4572 1.1524 0.9576
N 2.0114 -1.7024 -2.2647 0.2365 -0.1122 -0.1495
N 1.4905 1.0249 2.1003 -0.0736 0.2425 0.6986
N 3.4932 1.2716 -1.8505 0.2953 -0.1440 -0.2332
H -0.7608 -1.9481 0.0999 0.2148 -0.1872 0.4699
H 0.8552 2.2123 -0.8298 -1.8686 1.1256 -0.5108
```
Forces are in eV/Å.

As for the net charge: 0. The calculation puts the energy above the lowest of the compared OMol25 structures with the same formula, charge and spin at 23.9 kJ/mol. The energy is -13246.44909 eV. The value obtained for the max |F| is 4.38 eV Å⁻¹. The multiplicity is 1.

The computed Mulliken charges, all in e, follow: 0.141 0.009 0.342 0.127 -0.283 0.477 -0.147 -0.318 -0.343 -0.384 -0.350 0.366 0.362

C7H31NO10 | ωB97M-V/def2-TZVPD

The geometry in XYZ format:
```
49
Properties=species:S:1:pos:R:3:forces:R:3
C 0.5450 1.9191 3.6679 -1.1900 -0.1100 1.3449
C 0.9839 2.0761 2.2362 0.6162 0.2894 0.4447
C 1.8136 0.9094 1.6811 -0.3621 0.7791 -1.4308
C 1.0097 -0.2922 1.2659 0.1614 -0.8181 -0.2876
C 1.4484 -1.1926 0.3021 1.0003 1.3040 1.2378
N 0.6250 -2.2597 0.2743 -1.0287 -0.9243 0.1852
C -0.3966 -2.0509 1.1531 -0.0938 0.7734 0.9108
C -0.1766 -0.8661 1.8028 -0.1427 0.3709 0.0577
H -0.3374 2.4671 4.0229 0.0199 0.6210 -0.7882
H 1.2930 2.2540 4.3864 0.3455 -0.4861 -0.0933
H 0.1777 0.9207 3.9189 0.7400 -0.2875 -0.0756
H 0.1632 2.2808 1.5481 -0.1345 -0.2833 -0.0016
H 1.6102 2.9716 2.1781 -0.0353 0.0088 -0.0038
H 2.2196 1.3995 0.7843 0.0526 -0.4975 -0.3235
H 2.7355 0.5978 2.1781 -0.3484 0.2660 0.8482
H 2.3950 -1.0297 -0.1817 -0.1070 -0.8097 -0.5901
H 0.7690 -3.2043 -0.0386 0.4784 0.3491 -0.7676
H -1.2751 -2.6555 1.2799 0.3253 -0.6051 -0.1191
H -0.8201 -0.4528 2.5619 -0.0474 0.0214 -0.0719
H -2.5198 1.0200 -1.9560 -0.2767 -0.3186 0.6000
H -3.0546 1.9540 -0.8013 0.3829 -0.8047 -0.5400
O -2.6705 1.9261 -1.6927 -0.2546 1.4031 -1.5273
H -1.5269 -1.2834 -1.1860 -0.1241 -0.1027 0.1365
H -0.7678 -2.2686 -2.0336 0.0877 -0.0877 -0.0052
O -1.6490 -2.1270 -1.6456 0.5354 0.1746 -0.4724
H -0.2687 3.9686 -1.8597 0.3500 0.0587 0.2500
H -1.1616 2.7526 -1.9279 -0.0037 0.0760 1.1522
O -0.3668 3.1039 -1.4406 -0.5729 0.4840 -1.1438
H 2.5722 -2.0656 2.3171 -0.3526 -0.4948 0.2176
H 3.9848 -1.7869 2.2537 0.5335 -0.3565 0.1935
O 3.4062 -2.4963 2.5628 -0.2126 0.8420 -0.3872
H 1.1371 -0.7105 -2.4508 0.0984 -0.1438 -0.0865
H 1.9168 -1.7418 -3.2377 -0.0020 -0.1185 0.0574
O 1.2767 -1.6759 -2.5207 -0.2471 -0.0195 -0.3365
H -2.9224 -2.4746 0.1645 -0.0616 -0.3326 -0.7645
H -4.1355 -1.9825 -0.7537 0.4150 -0.3725 -0.2204
O -3.6603 -1.8725 0.0730 -0.7063 0.5325 1.0598
H -2.7961 1.0526 1.1851 0.1226 -0.2158 0.1137
H -3.1190 -0.2995 0.4641 -0.1197 0.1791 -0.0968
O -2.7551 0.6032 0.3349 -0.1047 -0.2530 1.0103
H 0.4927 1.8331 -2.0873 0.6690 -0.3226 0.1573
H 0.8948 0.7318 -1.1236 0.0265 -0.0232 0.0438
O 1.0689 1.0239 -2.0331 -0.5600 0.2314 0.2367
H 2.9716 0.9702 -1.7569 0.0611 -0.3060 -0.7134
H 4.0861 0.2066 -1.1199 0.3611 -0.1519 -0.2549
O 3.7045 0.3663 -1.9921 -0.0936 0.3989 0.8324
H -2.5250 -1.4723 -3.2818 -0.0452 0.6842 0.1888
H -3.1623 -0.0483 -3.7287 0.4720 0.1047 0.1572
O -3.2340 -1.0000 -3.7472 -0.6274 -0.7063 -0.3346
```
Forces are in eV/Å.

As for the net charge: 0. The calculation puts the energy above the lowest of the compared OMol25 structures with the same formula, charge and spin at 0.0 kJ/mol. The energy is -29727.00239 eV. Its structure (SMILES) is CCCc1cc[nH]c1.O.O.O.O.O.O.O.O.O.O. The value obtained for the max |F| is 2.09 eV Å⁻¹. The multiplicity is 1.

The computed Mulliken charges, all in e, follow: -1.332 -0.362 -0.101 1.040 -1.503 0.248 -1.656 -0.292 0.395 0.304 0.268 0.123 0.485 0.057 0.240 0.507 0.260 0.787 0.566 0.267 0.354 -0.692 0.248 0.361 -0.614 0.292 0.389 -0.634 0.359 0.328 -0.689 0.374 0.278 -0.627 0.273 0.325 -0.690 0.298 0.370 -0.546 0.351 0.382 -0.837 0.318 0.298 -0.599 0.375 0.298 -0.643

C7H31NO8 | ωB97M-V/def2-TZVPD

The geometry in XYZ format:
```
47
Properties=species:S:1:pos:R:3:forces:R:3
C -0.6721 2.6953 0.4671 0.8091 0.3828 1.1796
C 0.4041 1.6762 0.7947 3.1286 -0.8077 0.3759
C 0.4104 0.7637 2.0047 -0.8613 -0.6555 0.1556
C 0.3485 1.1328 3.2752 -0.9395 0.4896 1.1246
C -2.0101 2.1269 -0.0390 1.0656 -0.1508 -0.4293
N -1.8028 1.1039 -1.0651 0.0088 0.2006 -0.6423
C -1.6193 1.6013 -2.4188 0.0636 0.5708 -0.9095
C -0.9480 0.5674 -3.3093 0.8404 -2.2693 0.9304
H -0.1972 3.4265 -0.1969 -0.3434 -0.2387 -0.3221
H -0.7132 3.2517 1.4253 -0.8427 -0.0292 -0.4320
H 0.8562 1.0943 -0.0197 -1.1428 -0.2007 -0.3693
H 1.3849 2.1490 1.0246 -0.6944 1.0101 -0.2583
H 0.5123 -0.3085 1.8337 -0.0612 0.1133 -0.1734
H 0.2412 0.5029 4.1579 0.4886 -0.7311 -0.5999
H 0.1841 2.1361 3.6429 0.1694 0.6099 -0.6321
H -2.5862 2.9264 -0.5054 -0.2270 -0.0067 0.2754
H -2.5632 1.6837 0.7848 -0.2023 0.0846 0.0724
H -0.9972 0.5211 -0.8858 -0.0625 0.0568 0.6243
H -2.6015 1.8637 -2.8215 0.0503 0.1370 -0.0616
H -0.9858 2.5037 -2.5206 -0.1830 0.0511 0.4436
H -0.2236 -0.0276 -2.7053 0.0088 0.6803 0.0458
H -1.5600 -0.2808 -3.6313 -0.6604 0.4603 -0.2932
H -0.3250 0.8482 -4.1516 -0.3816 0.7419 -0.1611
H 1.5189 2.8846 -2.2623 -0.0937 -0.2427 0.0778
H 1.9146 1.5022 -1.6443 -0.0073 -0.0536 -0.3923
O 2.2496 2.3656 -1.9138 0.2210 0.3321 0.0617
H -1.8222 -1.2119 -1.5838 -0.9301 0.5619 0.6768
H -2.0089 -1.4938 0.1134 -0.5137 1.1870 -0.6008
O -1.5940 -1.6342 -0.7591 1.4555 -1.6871 -0.0390
H 2.9981 -0.9166 3.1658 0.5958 -0.5483 0.2267
H 2.9600 -0.6340 1.7752 0.3501 -0.2895 -0.7313
O 3.4810 -1.1931 2.3665 -0.7986 0.8519 0.6732
H 0.0052 -3.5282 3.0011 0.0905 -0.1464 0.0043
H 0.3454 -2.6959 1.7461 0.1100 -0.0961 0.2573
O -0.2748 -2.7650 2.4951 -0.2189 0.2640 -0.0485
H -1.8731 -0.0590 2.0884 0.0321 0.0061 -0.2899
H -2.0138 -1.5389 2.3169 0.1818 -0.2166 -0.1987
O -2.2339 -0.8528 1.6694 -0.3248 0.0073 0.7192
H -0.5380 -2.8067 -0.7647 -0.6182 -0.7709 -0.9805
H -0.3459 -4.1738 -1.6875 -0.4706 0.3144 -0.2773
O -0.0599 -3.6696 -0.9332 1.2769 0.1372 1.0369
H 1.4310 -3.0311 -0.0972 -0.0858 -0.2219 0.0873
H 2.6284 -3.0838 0.8905 -0.0084 0.2784 0.1194
O 1.8849 -2.5332 0.6150 -0.1994 -0.1133 -0.6113
H 2.1664 -1.1696 -1.1496 0.0924 -0.0106 -0.1052
H 2.3597 -1.1440 -2.6805 0.0039 0.0249 0.0579
O 2.2849 -0.5756 -1.9080 -0.1716 -0.0678 0.3330
```
Forces are in eV/Å.

As for the net charge: 0. The calculation puts the energy above the lowest of the compared OMol25 structures with the same formula, charge and spin at 262.8 kJ/mol. The energy is -25630.90079 eV. Its structure (SMILES) is C=CCCCNCC.O.O.O.O.O.O.O.O. The value obtained for the max |F| is 3.25 eV Å⁻¹. The multiplicity is 1.

The computed Mulliken charges, all in e, follow: -0.430 0.269 -0.267 -1.161 -1.046 -0.012 -0.134 -1.185 0.298 0.429 -0.707 0.530 0.684 0.297 0.282 0.412 0.306 -0.039 0.416 0.202 0.189 0.400 0.367 0.313 0.261 -0.631 0.302 0.380 -0.608 0.336 0.295 -0.648 0.246 0.361 -0.584 0.276 0.284 -0.668 0.494 0.241 -0.739 0.281 0.297 -0.551 0.312 0.280 -0.632

| no. | LUMO (eV) |
| --- | --- |
| 1 | -1.97 |
| 2 | 0.22 |
| 3 | 0.40 |